{
  "formula": "C3H12N3OP",
  "method": "the ωB97M-V functional and the def2-TZVPD basis",
  "elements": ["C", "C", "C", "N", "N", "N", "O", "P", "H", "H", "H", "H", "H", "H", "H", "H", "H", "H", "H", "H"],
  "coordinates": [[1.40231, -1.03530, -1.73703], [1.26364, 0.77567, 1.48273], [1.82725, 0.07188, -0.74954], [-2.66747, -0.58766, 1.43249], [-2.33579, 0.35461, -0.99642], [1.17644, -0.19125, 0.43945], [-1.82620, 1.89796, 1.22030], [-1.71870, 0.56769, 0.62093], [1.97992, -1.92135, -1.54589], [0.38684, -1.17198, -1.55999], [1.50759, -0.63129, -2.77005], [2.31224, 0.74136, 1.65995], [1.10009, 1.94284, 1.26629], [0.56763, 0.39948, 2.26383], [2.90396, 0.30997, -0.69270], [1.45758, 1.02869, -1.18963], [-2.32126, -1.51796, 1.06877], [-2.80350, -0.76687, 2.39450], [-2.78840, -0.55274, -1.06218], [-1.42417, 0.28625, -1.54581]],
  "forces_ev_per_a": [[2.256, 1.874, -0.843], [-0.864, 1.523, -0.501], [-0.557, 0.971, -2.297], [1.044, -2.220, -2.383], [2.404, -0.060, 0.167], [-1.423, -0.032, 1.338], [0.092, 0.845, 0.134], [-0.843, -0.889, -0.082], [0.029, -0.541, -0.263], [-1.761, -0.646, 0.278], [0.206, -0.719, 0.504], [1.150, 0.034, 1.389], [-0.180, -2.447, 0.042], [0.981, 0.798, 0.015], [0.000, -0.623, 0.331], [-0.034, -0.067, 0.247], [-0.731, 1.159, 0.351], [0.108, 0.851, 1.275], [-0.115, 0.023, -0.099], [-1.762, 0.167, 0.400]],
  "mulliken_charge": [-0.993, -0.915, -0.421, -0.604, -0.653, -0.313, -0.533, 0.749, 0.351, 0.172, 0.313, 0.458, 0.264, 0.294, 0.449, 0.273, 0.254, 0.257, 0.295, 0.303],
  "relative_energy_kcal_mol": 58.12,
  "total_charge": 0,
  "e_lumo_ev": [-0.61, -0.20]
}

=====

{
  "formula": "CHClFNO2",
  "method": "the ωB97M-V functional and the def2-TZVPD basis",
  "elements": ["C", "N", "O", "O", "F", "Cl", "H"],
  "coordinates": [[-0.19560, 0.39789, 0.35501], [0.54682, -0.79621, -0.33127], [0.83684, -1.64093, 0.45786], [0.61887, -0.68415, -1.51738], [-0.26642, 0.24443, 1.60603], [0.31813, 1.98112, -0.34650], [-1.85864, 0.49785, -0.22376]],
  "forces_ev_per_a": [[-4.492, 1.511, -4.393], [-1.818, 2.418, 1.038], [0.782, -1.209, -0.413], [0.692, -0.979, -0.425], [0.585, 0.259, 1.782], [0.272, -1.145, 1.107], [3.978, -0.855, 1.305]],
  "mulliken_charge": [0.025, 0.904, -0.518, -0.477, -0.127, -0.080, 0.274],
  "relative_energy_kcal_mol": 67.86,
  "total_charge": 0,
  "e_lumo_ev": -1.13
}